[1]
The following is a quantum chemistry calculation of the ion CH2NO2S3 with charge -1 at a distorted geometry, from the OMol25 dataset.

As for the SMILES: O=[S@H]([O-])=NC(=S)S. For the energy, the calculation gives -39160.78747 eV. As for the net charge: -1.

```
9
Properties=species:S:1:pos:R:3:forces:R:3:nbo_charge:R:1
C -0.016 0.814 0.492 1.0 -0.1 -0.6 -0.10
N 0.803 0.482 -0.490 -1.6 -2.1 0.1 -0.78
O 0.648 -2.104 0.060 -0.6 0.1 0.2 -0.96
O 1.034 -1.387 -2.175 1.4 -0.3 -3.3 -1.00
S -1.275 -0.034 1.164 -1.5 -0.8 0.5 -0.36
S 0.281 2.345 1.305 0.6 0.8 -0.3 -0.03
S 0.368 -1.141 -0.971 -0.2 1.9 2.0 2.10
H -0.853 2.082 1.942 -0.2 0.5 0.6 0.15
H -0.991 -1.058 -1.326 1.0 0.0 0.8 -0.01
```
Forces are in eV/Å.



[2]
The following is a quantum chemistry calculation of the ion CH2NO2S3 with charge -1 at a distorted geometry, from the OMol25 dataset.

Its expectation value of S² is 2.007. The multiplicity is 3. For the energy, the calculation gives -39156.61585 eV. As for the net charge: -1.

```
9
Properties=species:S:1:pos:R:3:forces:R:3:nbo_charge:R:1
C -0.975 -0.013 -0.086 2.6 -5.2 0.5 -0.53
N 0.432 -1.096 -0.022 -2.8 3.5 -0.4 -0.88
O 1.560 1.065 -0.819 0.0 0.9 -0.3 -1.00
O 2.791 -0.633 0.469 0.0 0.3 0.0 -1.00
S -1.120 1.598 -0.263 0.0 1.6 -0.3 0.24
S -2.274 -1.185 -0.152 1.9 -1.2 1.3 0.07
S 1.526 0.026 0.181 0.1 -1.4 1.8 2.12
H -3.057 -0.393 -0.715 -2.4 1.8 -1.5 0.07
H 1.117 0.632 1.407 0.6 -0.2 -1.2 -0.10
```
Forces are in eV/Å.



[3]
The following is a quantum chemistry calculation of the ion CH2NO3S with charge -1 at a distorted geometry, from the OMol25 dataset.

As for the SMILES: C=NS(=O)(=O)[O-]. For the energy, the calculation gives -19536.82399 eV. As for the net charge: -1.

```
8
Properties=species:S:1:pos:R:3:forces:R:3:nbo_charge:R:1
C -0.144 -1.201 -0.590 -3.1 -2.8 -1.0 -0.02
N 0.720 -0.562 0.012 0.6 1.3 -0.6 -0.62
O 0.234 1.985 -0.887 -0.1 -3.9 5.5 -0.99
O 1.292 1.247 1.469 0.1 1.0 0.2 -0.98
O -1.108 0.814 1.155 0.9 0.5 -0.9 -1.00
S 0.218 1.007 0.540 -0.6 2.7 -3.7 2.33
H 0.077 -2.201 -1.012 0.6 0.3 0.2 0.13
H -1.289 -1.089 -0.687 1.6 1.1 0.3 0.16
```
Forces are in eV/Å.